{"formula": "C45H50F6N3S2", "method": "the ωB97M-V functional and the def2-TZVPD basis", "homo_ev": -9.416, "orbital_gap_ev": 4.50, "total_charge": 1, "symbols": ["C", "C", "C", "C", "C", "C", "C", "C", "C", "C", "C", "C", "N", "N", "N", "C", "C", "C", "C", "C", "C", "C", "C", "C", "C", "C", "C", "C", "C", "C", "C", "C", "F", "F", "F", "C", "C", "C", "F", "F", "F", "C", "C", "C", "H", "H", "H", "H", "H", "H", "H", "H", "H", "H", "H", "H", "H", "H", "H", "H", "H", "H", "H", "H", "H", "H", "H", "H", "H", "H", "H", "H", "H", "H", "H", "H", "H", "H", "H", "H", "H", "H", "H", "C", "C", "C", "C", "C", "S", "C", "C", "C", "S", "C", "C", "H", "H", "H", "H", "H", "H", "H", "H", "H", "H", "H"], "positions_angstrom": [[3.80875, 1.24250, -0.53559], [3.64433, -0.27728, -0.44210], [4.86939, -0.88129, 0.24506], [3.37251, -0.88288, -1.81846], [4.41706, -1.42724, -2.56468], [4.22437, -1.79189, -3.89230], [2.98377, -1.61675, -4.49575], [1.90824, -1.10013, -3.77623], [0.57429, -0.94574, -4.51921], [-0.02808, -2.30152, -4.88025], [0.70372, -0.05332, -5.75368], [2.09751, -0.78517, -2.41599], [0.98102, -0.28528, -1.65963], [0.31445, 0.80293, -2.11762], [-0.69100, 1.00592, -1.22417], [-1.63844, 2.06853, -1.43682], [-3.01031, 1.77079, -1.58377], [-3.49708, 0.33877, -1.83373], [-3.22424, -0.12081, -3.26725], [-4.96475, 0.13067, -1.45150], [-3.90566, 2.83818, -1.58848], [-3.44562, 4.15025, -1.59125], [-2.08093, 4.42056, -1.56691], [-1.15128, 3.38265, -1.49541], [0.34402, 3.72659, -1.44779], [0.73460, 4.45512, -0.16499], [0.80327, 4.49021, -2.68844], [-0.64236, 0.07516, -0.20818], [-1.60487, 0.10796, 0.87105], [-1.89802, 1.31186, 1.55116], [-2.89632, 1.35437, 2.50459], [-3.15430, 2.65222, 3.21938], [-4.45429, 2.76744, 3.61817], [-2.36846, 2.77949, 4.33849], [-2.87468, 3.73041, 2.41573], [-3.65610, 0.22994, 2.81054], [-3.36360, -0.95649, 2.15012], [-4.24827, -2.14727, 2.40712], [-3.66581, -3.31876, 2.01081], [-4.54789, -2.28152, 3.74159], [-5.44061, -2.03351, 1.74013], [-2.31929, -1.05355, 1.24239], [0.41258, -0.78952, -0.47075], [0.86661, -1.86124, 0.29890], [2.95622, 1.71568, -1.03741], [3.91705, 1.68836, 0.46055], [4.71428, 1.47579, -1.11486], [2.76375, -0.51493, 0.17015], [4.84017, -1.97700, 0.22673], [5.79420, -0.53746, -0.23858], [4.90619, -0.56853, 1.29570], [5.39131, -1.56077, -2.09873], [5.05469, -2.20273, -4.46206], [2.83930, -1.89957, -5.54010], [-0.10102, -0.44061, -3.82485], [-0.14392, -2.92419, -3.98530], [-1.01335, -2.17805, -5.34433], [0.61540, -2.83959, -5.58876], [1.13409, 0.91651, -5.47895], [1.34432, -0.51697, -6.51388], [-0.28041, 0.12637, -6.20292], [-2.91172, -0.31116, -1.17065], [-2.16555, -0.00499, -3.52761], [-3.48965, -1.17978, -3.37941], [-3.81622, 0.46304, -3.98575], [-5.14691, 0.44027, -0.41424], [-5.63353, 0.69117, -2.11847], [-5.22792, -0.93206, -1.53021], [-4.97657, 2.64313, -1.62609], [-4.16087, 4.96745, -1.63649], [-1.72333, 5.45100, -1.60884], [0.86718, 2.76672, -1.46463], [0.41481, 3.89368, 0.72164], [1.82298, 4.57355, -0.11990], [0.28084, 5.45489, -0.12726], [0.57892, 3.91617, -3.59405], [0.31687, 5.47024, -2.76210], [1.88547, 4.64632, -2.64079], [-1.33893, 2.21063, 1.30320], [-4.45410, 0.28269, 3.54028], [-2.08956, -2.00129, 0.76544], [0.11933, -2.34926, 0.92296], [1.75985, -2.37692, -0.04345], [-1.23888, -4.36901, 5.07897], [-0.04052, -4.86887, 4.55532], [0.82716, -4.03260, 3.86267], [0.52335, -2.66168, 3.70283], [1.49289, -1.75609, 3.11358], [1.24904, -0.06424, 3.16039], [2.74444, 0.42536, 4.11933], [3.31296, -0.67006, 5.00945], [4.07211, -1.67037, 4.16097], [3.07640, -2.30398, 2.74459], [-0.70502, -2.17436, 4.21075], [-1.57468, -3.02531, 4.87974], [-1.90477, -5.01661, 5.65364], [0.21299, -5.92059, 4.69400], [1.74959, -4.42548, 3.43154], [3.46533, 0.75554, 3.36160], [2.41614, 1.29276, 4.70272], [4.00387, -0.22299, 5.73337], [2.52003, -1.17571, 5.56766], [4.95203, -1.19748, 3.70255], [4.39512, -2.55104, 4.72878], [-0.95919, -1.12254, 4.06445], [-2.52225, -2.64383, 5.26087]], "lowdin_charge": [-0.0357, -0.3738, -0.0992, -0.1199, -0.0187, -0.0393, -0.0216, -0.1102, -0.3933, -0.0565, -0.0548, -0.0763, 0.0395, 0.1973, 0.0452, -0.0944, -0.1103, -0.3625, -0.0356, -0.0643, -0.0124, -0.0353, -0.0140, -0.1163, -0.3892, -0.0513, -0.0512, -0.0983, -0.1395, 0.0628, -0.0848, -0.5017, 0.1322, 0.1250, 0.1176, 0.0769, -0.1052, -0.5050, 0.1228, 0.1120, 0.1313, 0.0527, -0.1975, 0.0201, 0.0644, 0.0814, 0.0957, 0.0835, 0.0803, 0.0862, 0.0516, 0.1111, 0.1144, 0.1202, 0.0770, 0.0850, 0.0816, 0.0829, 0.0848, 0.0795, 0.0849, 0.1049, 0.0581, 0.0904, 0.0964, 0.0838, 0.0835, 0.0887, 0.1130, 0.1158, 0.1226, 0.0854, 0.0723, 0.0829, 0.0867, 0.0856, 0.0815, 0.0848, 0.1298, 0.1466, 0.1385, 0.0436, 0.0675, -0.0342, -0.0493, -0.0287, -0.2996, -0.7918, 0.9547, -0.4098, -0.2763, -0.3988, 0.9383, -0.0387, -0.0563, 0.1201, 0.1162, 0.0914, 0.0747, 0.0867, 0.1282, 0.1185, 0.0791, 0.0862, 0.0855, 0.1095]}